Density functional theory data (ωB97M-V/def2-TZVPD) for a molecular structure, C17H37CaNO8S2.

Structure (ORCA input):
```
! RIJCOSX wB97M-V def2-TZVPD def2/J DEFGRID3
* xyz 1 2
Ca 2.303 25.184 12.778
C 0.009 23.206 15.800
C 0.581 23.701 14.488
O 0.234 24.753 13.906
O 1.570 23.094 14.027
H 0.489 22.310 16.193
H -0.992 22.902 15.493
H -0.090 23.873 16.657
C 6.600 26.798 12.029
C 5.702 25.684 11.460
C 6.176 24.231 11.679
O 4.282 25.713 11.612
H 5.975 27.669 12.228
H 7.406 27.056 11.341
H 7.038 26.484 12.977
H 5.791 25.722 10.374
H 5.564 23.504 11.145
H 6.216 24.014 12.746
H 7.167 24.124 11.238
C -0.154 26.803 9.175
C 0.317 25.961 10.370
C 1.026 24.681 9.932
O 1.513 23.995 11.036
C 2.159 22.754 10.813
N 1.186 26.746 11.183
H -0.995 27.404 9.519
H -0.549 26.093 8.449
H 0.666 27.410 8.792
H -0.503 25.696 11.038
H 1.942 24.936 9.398
H 0.322 24.085 9.352
H 2.812 22.784 9.941
H 1.431 21.971 10.603
H 2.691 22.519 11.734
H 0.615 27.546 11.420
H 1.805 27.130 10.483
C 6.838 23.582 16.439
C 7.222 24.963 15.797
C 5.979 25.862 15.793
S 4.472 24.814 15.863
O 3.765 24.874 14.586
O 3.875 25.133 17.136
C 5.440 23.211 15.953
H 6.799 23.766 17.513
H 7.547 22.761 16.339
H 7.578 24.856 14.773
H 8.075 25.373 16.339
H 5.865 26.655 15.055
H 5.862 26.463 16.695
H 5.475 22.851 14.925
H 4.882 22.474 16.532
C -0.166 28.415 16.543
C 0.331 29.829 16.133
C 1.338 29.596 14.967
S 2.336 28.081 15.420
O 3.566 28.548 16.000
O 2.316 27.092 14.343
C 1.168 27.522 16.685
H -0.865 28.076 15.777
H -0.590 28.497 17.543
H 0.965 30.286 16.892
H -0.513 30.496 15.955
H 1.990 30.428 14.705
H 0.772 29.298 14.084
H 1.592 27.778 17.656
H 1.112 26.434 16.709
*
```

Computed properties:
* gap between HOMO and LUMO (spin up / spin down): 8.947 / 5.491 eV
* E_HOMO (spin up / spin down): -0.4060 / -0.4059 hartree
* E_tot: -2800.44042 Ha
* M: 487.7 g mol⁻¹

***

Density functional theory data (ωB97M-V/def2-TZVPD) for a molecular structure, C17H37Cl2N2SSi4Tl.

Structure (ORCA input):
```
! RIJCOSX wB97M-V def2-TZVPD def2/J DEFGRID3
* xyz 2 1
Tl -2.651 1.647 -1.889
Cl -3.202 2.991 1.030
C -4.722 3.834 0.632
Cl -4.997 3.871 -1.118
H -4.645 4.853 0.992
H -5.538 3.297 1.100
N 2.123 1.864 1.104
C 1.095 2.012 0.288
S -0.238 0.911 0.333
N 1.073 3.066 -0.527
C 0.181 3.270 -1.636
C -0.801 4.249 -1.547
C -1.591 4.525 -2.661
C -1.402 3.816 -3.842
C -0.424 2.825 -3.915
C 0.377 2.555 -2.813
H 2.116 1.131 1.795
H 2.936 2.461 1.060
H 1.770 3.786 -0.384
H -0.931 4.801 -0.626
H -2.341 5.302 -2.606
H -2.000 4.048 -4.713
H -0.264 2.287 -4.840
H 1.168 1.818 -2.873
C -1.517 -3.752 1.960
Si -1.665 -2.130 1.053
C -2.608 -0.893 2.098
C -2.583 -2.407 -0.556
Si 0.512 -1.250 0.618
Si 1.957 -1.474 2.495
C 3.726 -0.973 2.118
C 1.247 -0.496 3.924
C 1.982 -3.307 2.848
Si 1.421 -1.631 -1.521
C 2.887 -0.482 -1.740
C 1.911 -3.427 -1.639
C 0.123 -1.203 -2.812
H -2.513 -4.199 2.005
H -1.172 -3.621 2.986
H -0.857 -4.464 1.462
H -3.582 -1.317 2.354
H -2.786 0.056 1.587
H -2.089 -0.672 3.033
H -3.563 -2.830 -0.318
H -2.079 -3.112 -1.217
H -2.764 -1.481 -1.107
H 3.890 0.044 1.761
H 4.150 -1.651 1.375
H 4.310 -1.095 3.034
H 1.118 0.573 3.736
H 1.898 -0.598 4.795
H 0.267 -0.894 4.198
H 2.346 -3.879 1.993
H 1.016 -3.709 3.143
H 2.681 -3.477 3.673
H 3.701 -0.722 -1.054
H 2.615 0.565 -1.573
H 3.278 -0.564 -2.757
H 2.664 -3.696 -0.896
H 2.336 -3.631 -2.625
H 1.054 -4.089 -1.504
H -0.209 -0.166 -2.706
H -0.747 -1.857 -2.756
H 0.553 -1.310 -3.811
*
```

Computed properties:
* gap between HOMO and LUMO: 8.303 eV
* E_HOMO: -0.5145 hartree
* ΔE to the lowest compared entry with this formula, charge and spin: 0.00 kJ/mol
* E_tot: -3428.14292 Ha
* M: 689.2 g mol⁻¹

***

Density functional theory data (ωB97M-V/def2-TZVPD) for 3 unconnected molecules or ions with the total composition C17H37F2O8P3Si.

Structure (ORCA input):
```
! RIJCOSX wB97M-V def2-TZVPD def2/J DEFGRID3
* xyz 0 1
C 0.183 1.258 -0.867
Si -1.092 0.613 -2.115
C -2.727 1.482 -1.763
C -0.507 0.821 -3.922
C 0.070 2.230 -4.239
C -0.979 3.228 -4.765
F -2.244 2.704 -4.835
F -0.953 4.329 -3.919
P -0.572 3.866 -6.556
C -1.297 -1.269 -1.894
C -2.079 -1.895 -2.863
C -2.281 -3.253 -2.848
C -1.691 -3.982 -1.825
C -0.914 -3.401 -0.855
C -0.695 -1.982 -0.863
H 1.164 0.824 -1.125
H 0.270 2.351 -0.930
H -0.124 0.946 0.141
H -2.723 1.985 -0.781
H -3.565 0.767 -1.724
H -2.979 2.270 -2.489
H 0.307 0.082 -4.028
H -1.291 0.497 -4.618
H 0.646 2.619 -3.390
H 0.805 2.086 -5.053
H 0.823 3.869 -6.266
H -1.333 5.043 -6.270
H -1.307 2.748 -7.060
H -0.333 4.323 -7.918
H -2.542 -1.315 -3.665
H -2.876 -3.695 -3.645
H -1.830 -5.064 -1.824
H -0.456 -4.016 -0.078
H -0.063 -1.472 -0.139
C -2.830 4.942 4.727
O -2.878 4.482 3.373
P -1.544 4.057 2.638
O -1.745 3.528 1.294
O -0.829 3.050 3.648
C -1.452 1.778 3.862
O -0.634 5.348 2.739
C 0.693 5.255 2.210
H -3.338 4.215 5.361
H -1.809 5.073 5.082
H -3.354 5.894 4.789
H -2.191 1.555 3.092
H -1.937 1.780 4.839
H -0.682 1.010 3.849
H 0.710 4.663 1.294
H 1.353 4.805 2.951
H 1.040 6.260 1.985
C 3.232 -3.633 1.085
O 2.473 -3.756 2.292
P 2.630 -5.056 3.183
O 1.869 -5.031 4.427
O 4.206 -5.227 3.370
C 4.884 -4.253 4.169
O 2.264 -6.233 2.189
C 2.378 -7.570 2.689
H 3.948 -2.819 1.200
H 3.771 -4.548 0.841
H 2.537 -3.394 0.282
H 4.189 -3.673 4.777
H 5.440 -3.580 3.514
H 5.582 -4.770 4.824
H 2.051 -7.630 3.727
H 3.413 -7.905 2.609
H 1.747 -8.214 2.082
*
```

Computed properties:
* gap between HOMO and LUMO: 9.160 eV
* E_HOMO: -0.3141 hartree
* E_tot: -2785.27253 Ha
* M: 528.5 g mol⁻¹
* SMILES: C[Si](C)(CCC(F)(F)[PH4])c1ccccc1.COP(=O)(OC)OC.COP(=O)(OC)OC

***

Density functional theory data (ωB97M-V/def2-TZVPD) for a molecular structure, C17H37MnNSi4.

Structure (ORCA input):
```
! RIJCOSX wB97M-V def2-TZVPD def2/J DEFGRID3
* xyz -1 5
C 0.160 -1.093 -3.943
C -1.090 -1.068 -3.316
C -1.054 -1.884 -2.134
C 0.205 -2.676 -2.206
C 1.004 -2.029 -3.250
Mn 0.662 -0.918 -1.484
C -1.523 1.716 -2.930
C -0.978 2.573 -3.787
C 0.195 3.026 -4.181
N 2.406 -0.468 -1.710
H -1.878 -2.070 -1.453
H -2.012 -0.691 -3.746
H 0.494 -3.504 -1.559
H 2.014 -2.304 -3.517
H 0.396 -0.630 -4.894
H -2.355 1.099 -3.258
H 2.361 0.358 -2.313
H -1.427 1.815 -1.842
H 0.290 3.828 -4.898
H 1.117 2.554 -3.814
C 3.388 0.271 0.430
Si 1.919 1.199 1.121
C 2.037 1.333 2.983
C 1.763 2.885 0.278
Si -0.007 -0.007 0.463
Si 0.155 -2.004 1.723
C 0.064 -1.723 3.593
C -1.278 -3.138 1.259
C 1.811 -2.828 1.339
Si -1.998 1.017 1.119
C -2.272 0.842 2.975
C -1.948 2.853 0.707
C -3.300 0.080 0.138
H 4.251 0.940 0.319
H 3.061 -0.159 -0.752
H 3.680 -0.618 0.995
H 2.821 2.068 3.214
H 1.100 1.672 3.441
H 2.330 0.375 3.429
H 1.540 2.798 -0.796
H 0.981 3.506 0.736
H 2.723 3.415 0.378
H -0.942 -1.439 3.922
H 0.315 -2.678 4.080
H 0.770 -0.969 3.959
H -1.250 -3.466 0.213
H -1.214 -4.038 1.890
H -2.255 -2.672 1.444
H 2.070 -2.823 0.272
H 2.631 -2.341 1.881
H 1.756 -3.876 1.669
H -1.373 1.081 3.560
H -3.062 1.555 3.256
H -2.609 -0.166 3.248
H -1.694 3.077 -0.334
H -2.953 3.257 0.904
H -1.237 3.384 1.355
H -3.153 0.176 -0.945
H -3.327 -0.989 0.383
H -4.279 0.514 0.389
*
```

Computed properties:
* gap between HOMO and LUMO (spin up / spin down): 5.424 / 5.503 eV
* E_HOMO (spin up / spin down): -0.0917 / -0.0986 hartree
* E_tot: -3033.51696 Ha
* M: 422.8 g mol⁻¹

***

Density functional theory data (ωB97M-V/def2-TZVPD) for 4 unconnected molecules or ions with the total composition C17H37N3O9.

Structure (ORCA input):
```
! RIJCOSX wB97M-V def2-TZVPD def2/J DEFGRID3
* xyz 0 1
C 0.872 7.641 -5.288
C 1.779 7.025 -5.767
C 2.939 6.321 -6.316
N 2.743 4.859 -6.278
C 2.584 4.290 -5.017
N 3.627 4.130 -4.099
O 4.823 4.771 -4.404
N 1.427 3.870 -4.649
C 0.130 3.894 -5.489
O -0.796 4.363 -4.830
O 0.207 3.407 -6.605
H 0.175 8.312 -4.846
H 3.831 6.669 -5.789
H 3.060 6.599 -7.364
H 3.400 4.345 -6.852
H 3.789 3.152 -3.874
H 5.084 4.549 -5.311
H 1.346 3.488 -3.712
C -0.761 2.664 -2.212
O 0.240 1.796 -1.676
C 0.757 2.238 -0.430
C 0.134 1.502 0.736
O -1.250 1.785 0.861
C -2.083 0.773 0.323
H -1.278 2.129 -3.005
H -1.487 2.964 -1.454
H -0.304 3.556 -2.640
H 0.620 3.317 -0.315
H 1.834 2.031 -0.436
H 0.616 1.835 1.661
H 0.299 0.423 0.643
H -2.125 -0.088 1.000
H -1.738 0.444 -0.660
H -3.084 1.188 0.222
C 2.984 -3.479 4.526
O 1.834 -3.608 3.710
C 0.788 -2.713 4.063
C 0.745 -1.507 3.151
O 1.905 -0.695 3.283
C 2.850 -0.912 2.253
H 3.802 -3.998 4.028
H 3.265 -2.433 4.669
H 2.815 -3.945 5.503
H 0.885 -2.400 5.107
H -0.155 -3.260 3.961
H -0.115 -0.890 3.428
H 0.612 -1.822 2.111
H 2.523 -0.421 1.329
H 3.006 -1.976 2.060
H 3.797 -0.471 2.564
C -5.852 -5.016 2.759
O -5.049 -6.151 2.484
C -3.928 -5.863 1.662
C -2.656 -5.721 2.469
O -2.700 -4.598 3.337
C -3.009 -4.940 4.678
H -6.512 -5.272 3.586
H -5.248 -4.151 3.044
H -6.463 -4.759 1.887
H -4.106 -4.960 1.070
H -3.812 -6.702 0.970
H -1.820 -5.564 1.780
H -2.458 -6.637 3.035
H -2.134 -5.377 5.172
H -3.845 -5.640 4.735
H -3.282 -4.023 5.198
*
```

Computed properties:
* gap between HOMO and LUMO: 8.651 eV
* E_HOMO: -0.3293 hartree
* ΔE to the lowest compared entry with this formula, charge and spin: 858.30 kJ/mol
* E_tot: -1511.07395 Ha
* M: 427.5 g mol⁻¹

***

Density functional theory data (ωB97M-V/def2-TZVPD) for 3 unconnected molecules or ions with the total composition C17H38BClN3O3S.

Structure (ORCA input):
```
! RIJCOSX wB97M-V def2-TZVPD def2/J DEFGRID3
* xyz 1 1
N 8.397 -3.653 -1.765
C 7.596 -3.089 -2.471
O 6.446 -2.336 -2.879
C 6.837 -0.930 -2.661
O 7.316 -0.450 -3.931
C 6.945 0.923 -4.192
Cl 8.187 1.680 -5.340
C 6.874 1.832 -2.868
N 5.670 1.353 -2.086
S 5.672 2.034 -0.440
C 5.547 -0.166 -2.079
B 4.114 -0.693 -2.731
N 3.219 -1.612 -1.966
O 3.667 -0.266 -4.042
H 7.637 -0.952 -1.838
H 5.946 0.880 -4.779
H 6.763 2.929 -3.218
H 7.844 1.693 -2.260
H 4.823 1.738 -2.564
H 4.898 1.212 0.378
H 5.478 -0.462 -0.962
H 2.737 -1.147 -1.184
H 3.680 -2.490 -1.687
H 2.705 -0.522 -4.051
C -0.863 -0.185 -1.683
C -1.408 -0.131 -0.263
C -0.822 -1.213 0.647
C -1.125 -2.655 0.228
C -2.610 -3.000 0.109
C -3.362 -2.872 1.427
H -1.114 -1.126 -2.177
H -1.288 0.626 -2.281
H 0.226 -0.072 -1.686
H -2.500 -0.198 -0.285
H -1.170 0.849 0.165
H -1.183 -1.047 1.668
H 0.268 -1.086 0.692
H -0.660 -3.331 0.955
H -0.637 -2.866 -0.730
H -2.698 -4.033 -0.242
H -3.090 -2.375 -0.650
H -2.928 -3.525 2.188
H -4.408 -3.161 1.291
H -3.350 -1.846 1.802
C -6.287 0.170 1.534
C -5.179 1.214 1.531
C -4.272 1.132 2.761
C -4.965 1.387 4.102
C -5.675 2.737 4.221
C -4.727 3.924 4.106
H -6.962 0.300 2.383
H -6.883 0.252 0.621
H -5.869 -0.840 1.575
H -5.615 2.214 1.442
H -4.564 1.067 0.636
H -3.447 1.842 2.637
H -3.809 0.139 2.794
H -4.217 1.307 4.899
H -5.692 0.590 4.294
H -6.170 2.782 5.196
H -6.465 2.823 3.470
H -3.956 3.884 4.879
H -5.281 4.859 4.230
H -4.239 3.958 3.129
*
```

Computed properties:
* gap between HOMO and LUMO: 7.802 eV
* E_HOMO: -0.4511 hartree
* ΔE to the lowest compared entry with this formula, charge and spin: 0.00 kJ/mol
* E_tot: -1943.42993 Ha
* M: 410.8 g mol⁻¹

***

Density functional theory data (ωB97M-V/def2-TZVPD) for 2 unconnected molecules or ions with the total composition C17H38BNO9P.

Structure (ORCA input):
```
! RIJCOSX wB97M-V def2-TZVPD def2/J DEFGRID3
* xyz -1 1
C -0.006 0.742 5.077
O -0.213 0.803 3.691
C -1.514 1.241 3.311
C -2.578 0.173 3.594
C -2.298 -1.182 2.926
C -2.893 -1.324 1.519
C -2.532 -0.161 0.596
C -2.680 -0.421 -0.901
C -2.341 0.858 -1.688
C -0.880 1.013 -2.141
C 0.084 1.650 -1.082
C 1.084 0.623 -0.522
O 0.581 -0.710 -0.461
C 0.843 -1.344 0.769
C 0.914 2.796 -1.725
O 0.172 3.959 -1.487
B -0.230 3.718 -0.071
P -1.659 4.921 0.512
N -2.369 4.622 1.882
O -2.711 5.105 -0.726
O -0.974 6.424 0.479
O -0.624 2.305 -0.058
H -0.645 1.456 5.613
H -0.197 -0.264 5.475
H 1.038 1.001 5.274
H -1.767 2.168 3.844
H -1.448 1.502 2.254
H -3.552 0.562 3.277
H -2.625 0.031 4.682
H -1.216 -1.352 2.905
H -2.719 -1.980 3.552
H -2.590 -2.283 1.080
H -3.987 -1.352 1.625
H -1.501 0.146 0.774
H -3.166 0.696 0.851
H -2.016 -1.245 -1.191
H -3.712 -0.724 -1.124
H -2.551 1.706 -1.032
H -3.005 0.978 -2.551
H -0.883 1.655 -3.029
H -0.469 0.046 -2.447
H 1.391 0.945 0.479
H 1.978 0.617 -1.166
H 1.913 -1.569 0.885
H 0.272 -2.277 0.785
H 0.533 -0.728 1.623
H 1.890 2.852 -1.205
H 1.112 2.636 -2.791
H 0.720 3.996 0.686
H -2.302 5.401 2.527
H -3.098 5.985 -0.692
H -0.042 6.334 0.697
C 1.802 -2.850 -2.424
C 1.883 -4.201 -3.092
O 3.084 -4.342 -3.886
C 4.178 -4.664 -3.213
O 4.261 -4.899 -2.035
O 5.203 -4.694 -4.073
C 6.462 -5.003 -3.473
H 1.890 -2.052 -3.162
H 0.848 -2.731 -1.914
H 2.595 -2.728 -1.687
H 1.075 -4.336 -3.809
H 1.844 -5.013 -2.367
H 6.401 -5.928 -2.903
H 6.779 -4.195 -2.816
H 7.160 -5.112 -4.298
*
```

Computed properties:
* gap between HOMO and LUMO: 6.985 eV
* E_HOMO: -0.1715 hartree
* E_tot: -1768.82158 Ha
* M: 442.3 g mol⁻¹